[1]
This record from OMol25 describes 2 unconnected molecules or ions with the total composition C5H11FO2Si in a non-equilibrium geometry. The level of theory is ωB97M-V/def2-TZVPD.

Orbital gap (spin up / spin down): 0.3518 / 0.2515 Eh
Energy relative to the best compared isomer or geometry (same formula, charge and spin): 497.45 kJ/mol
LUMO (spin up / spin down): -0.60 / -0.70 eV
Largest force on an atom: 3.583 eV/Å

Geometry (Å):
C: -1.925 -0.187 -0.220
C: 2.980 -0.252 -0.282
C: -4.326 -0.766 -0.086
C: 1.486 -0.160 -0.110
C: 0.958 1.206 -0.399
O: -1.586 -1.353 -0.370
O: -3.247 0.164 -0.098
F: -1.938 2.500 -0.172
Si: -0.904 1.315 0.063
H: 3.376 0.489 0.381
H: 3.134 -1.178 0.095
H: 3.518 -0.233 -1.250
H: -4.025 -1.625 0.508
H: -4.675 -1.004 -1.095
H: -5.076 -0.302 0.560
H: 0.820 -0.920 -0.551
H: 1.185 -0.339 0.992
H: 1.124 1.518 -1.484
H: 1.397 1.955 0.321
H: -0.449 1.583 3.255

Atom charges from the Mulliken analysis, given in e for atoms 1 to 4: 0.646, -1.347, -0.695, -0.335

***

[2]
This record from OMol25 describes a molecular structure, C5H11HgO2P in a non-equilibrium geometry. The level of theory is ωB97M-V/def2-TZVPD.

Orbital gap: 0.1307 Eh
Net charge: +2
LUMO: -13.30 eV
Largest force on an atom: 5.939 eV/Å

Geometry (Å):
C: 2.105 0.312 0.631
C: 1.571 -0.984 -0.174
P: 0.065 -0.643 -1.301
C: -0.187 1.230 -1.537
C: -1.412 -1.435 -0.369
O: -2.568 -0.571 -0.247
C: -2.436 0.377 0.810
O: -3.451 1.009 1.159
H: 2.695 0.004 1.590
H: 2.882 0.873 -0.022
H: 1.254 1.039 0.991
H: 2.421 -1.315 -0.879
H: 1.375 -1.852 0.564
H: -1.259 1.380 -1.951
H: 0.617 1.644 -2.241
H: -0.196 1.760 -0.505
H: -1.077 -1.868 0.654
H: -1.727 -2.353 -1.000
H: -1.428 0.634 1.334
Hg: 0.755 0.759 2.493

Atom charges from the Mulliken analysis, given in e for atoms 1 to 4: -0.948, -0.546, 0.484, -0.912

***

[3]
This record from OMol25 describes 2 unconnected molecules or ions with the total composition C5H11INO in a non-equilibrium geometry. The level of theory is ωB97M-V/def2-TZVPD.

Orbital gap: 0.3222 Eh
Net charge: +1
Energy relative to the best compared isomer or geometry (same formula, charge and spin): 156.45 kJ/mol
LUMO: -3.86 eV
Largest force on an atom: 3.829 eV/Å

Geometry (Å):
C: 2.154 -0.251 -0.230
C: 1.788 0.534 0.973
C: -3.072 1.735 -0.638
C: -2.163 -0.650 -0.456
C: -2.092 0.628 -0.221
N: 2.615 -1.671 0.252
O: 2.337 -0.002 -1.354
I: -0.808 -2.090 0.287
H: 2.633 1.003 1.407
H: 0.955 1.235 0.668
H: 1.472 -0.105 1.793
H: -4.024 1.706 -0.144
H: -3.458 1.504 -1.660
H: -2.526 2.619 -0.712
H: -2.830 -1.348 -1.106
H: -1.224 1.067 0.381
H: 3.642 -1.702 0.596
H: 2.763 -2.171 -0.641
H: 1.840 -2.043 0.808

Atom charges from the Mulliken analysis, given in e for atoms 1 to 4: 0.554, -0.876, -1.208, -0.320

***

[4]
This record from OMol25 describes a molecular structure, C5H11INO in a non-equilibrium geometry. The level of theory is ωB97M-V/def2-TZVPD.

⟨S²⟩: 2.008
Orbital gap (spin up / spin down): 0.1924 / 0.2310 Eh
Spin multiplicity: 3
Net charge: +1
Energy relative to the best compared isomer or geometry (same formula, charge and spin): 343.03 kJ/mol
LUMO (spin up / spin down): -3.29 / -6.89 eV
Largest force on an atom: 6.791 eV/Å

Geometry (Å):
C: -1.195 1.201 -0.564
C: -0.171 1.963 0.307
C: 0.249 -0.872 -0.404
C: 1.531 0.359 0.434
C: 0.321 -2.199 0.208
N: -1.125 -0.247 -0.285
O: 1.204 1.556 -0.018
I: 3.467 -0.158 -0.105
H: -2.239 1.642 -0.350
H: -0.984 1.424 -1.617
H: -0.235 2.974 -0.017
H: -0.261 1.772 1.429
H: 0.594 -0.637 -1.396
H: 1.396 0.401 1.623
H: -0.203 -2.132 1.166
H: 1.204 -2.625 0.405
H: -0.217 -3.056 -0.339
H: -1.693 -0.561 0.569
H: -1.643 -0.803 -1.046

Atom charges from the Mulliken analysis, given in e for atoms 1 to 4: -0.511, -0.526, -0.224, -0.472

***

[5]
This record from OMol25 describes a molecular structure, C5H11InO2 in a non-equilibrium geometry. The level of theory is ωB97M-V/def2-TZVPD.

Orbital gap: 0.1489 Eh
Net charge: +2
Energy relative to the best compared isomer or geometry (same formula, charge and spin): 25.44 kJ/mol
LUMO: -13.60 eV
Largest force on an atom: 2.802 eV/Å

Geometry (Å):
In: -2.065 3.295 -0.084
C: 2.140 0.334 1.616
C: 0.999 1.241 1.928
O: 0.217 1.665 0.971
H: 2.749 0.641 0.755
H: 1.778 -0.673 1.348
H: 2.852 0.229 2.434
H: 1.338 2.116 2.556
H: 0.339 0.698 2.675
C: -0.642 -1.035 -0.183
C: -1.384 -0.434 -1.363
O: -1.966 0.617 -1.255
C: -1.267 -1.162 -2.675
H: 0.429 -0.893 -0.362
H: -0.808 -2.109 -0.097
H: -0.931 -0.540 0.745
H: -1.289 -0.418 -3.471
H: -2.132 -1.830 -2.733
H: -0.356 -1.742 -2.805

Atom charges from the Mulliken analysis, given in e for atoms 1 to 4: 0.980, -0.947, -0.055, -0.180

***

[6]
This record from OMol25 describes 2 unconnected molecules or ions with the total composition C5H11N in a non-equilibrium geometry. The level of theory is ωB97M-V/def2-TZVPD.

⟨S²⟩: 0.753
Orbital gap (spin up / spin down): 0.0817 / 0.2158 Eh
Spin multiplicity: 2
Net charge: -1
Energy relative to the best compared isomer or geometry (same formula, charge and spin): 242.76 kJ/mol
LUMO (spin up / spin down): 3.16 / 3.13 eV
Largest force on an atom: 2.765 eV/Å

Geometry (Å):
C: -1.106 0.267 4.291
C: -0.223 0.939 3.248
C: 1.095 0.696 3.341
H: -1.570 -0.652 3.950
H: -1.965 0.945 4.435
H: -0.484 0.240 5.184
H: -0.626 1.641 2.528
H: 1.789 0.874 2.523
H: 1.578 0.661 4.315
C: -0.717 -0.707 -4.473
C: 1.134 -0.270 -3.105
N: -0.024 -0.904 -3.217
H: -0.725 -1.491 -5.238
H: -1.793 -0.569 -4.234
H: -0.366 0.223 -4.972
H: 1.624 -0.110 -2.152
H: 1.763 -0.151 -4.006

Atom charges from the Mulliken analysis, given in e for atoms 1 to 4: -0.835, -0.088, -0.808, 0.240

***

[7]
This record from OMol25 describes 2 unconnected molecules or ions with the total composition C5H11N in a non-equilibrium geometry. The level of theory is ωB97M-V/def2-TZVPD.

Structure (SMILES): C=CC.C=CN
Orbital gap: 0.3533 Eh
Energy relative to the best compared isomer or geometry (same formula, charge and spin): 300.96 kJ/mol
LUMO: 1.06 eV
Largest force on an atom: 2.350 eV/Å

Geometry (Å):
C: 0.047 1.089 -2.166
C: -0.320 1.501 -0.813
C: -0.935 2.681 -0.554
H: -0.578 0.380 -2.716
H: -0.021 1.949 -2.841
H: 1.133 0.914 -2.206
H: -0.428 0.734 -0.047
H: -0.649 3.087 0.423
H: -1.651 3.253 -1.132
C: 0.156 -2.300 0.391
C: 0.047 -1.774 1.603
N: 1.218 -1.458 2.381
H: 1.121 -2.361 -0.107
H: -0.690 -2.480 -0.250
H: -0.936 -1.714 2.059
H: 1.621 -2.342 2.683
H: 0.865 -1.159 3.291

Atom charges from the Mulliken analysis, given in e for atoms 1 to 4: -1.037, 0.031, -0.659, 0.285

***

[8]
This record from OMol25 describes a single C5H11N molecule in a non-equilibrium geometry. The level of theory is ωB97M-V/def2-TZVPD.

Structure (SMILES): C=CCCNC
Orbital gap: 0.3722 Eh
Energy relative to the best compared isomer or geometry (same formula, charge and spin): 244.23 kJ/mol
LUMO: 1.08 eV
Largest force on an atom: 4.211 eV/Å

Geometry (Å):
C: -2.203 -0.904 -0.399
N: -1.025 -1.529 -0.975
C: 0.264 -0.879 -0.474
C: 0.303 0.672 -0.188
C: 1.524 0.821 0.662
C: 1.936 1.810 1.449
H: -2.089 -1.181 0.671
H: -3.019 -1.538 -0.961
H: -2.577 0.171 -0.346
H: -0.976 -1.446 -2.023
H: 1.079 -1.103 -1.136
H: 0.592 -1.483 0.394
H: -0.551 0.967 0.298
H: 0.491 1.160 -1.204
H: 2.258 -0.049 0.577
H: 1.194 2.644 1.441
H: 2.799 1.865 2.214

Atom charges from the Mulliken analysis, given in e for atoms 1 to 4: -0.819, -0.349, -1.079, -0.153

***

[9]
This record from OMol25 describes a single C5H11N molecule. The level of theory is ωB97M-V/def2-TZVPD.

Structure (SMILES): CC[C@H]1CN1C
Orbital gap: 0.3774 Eh
Energy relative to the best compared isomer or geometry (same formula, charge and spin): 115.99 kJ/mol
LUMO: 1.21 eV
Largest force on an atom: 0.279 eV/Å

Geometry (Å):
C: -0.494 -2.243 -0.958
C: -0.748 -0.739 -0.936
C: 0.012 -0.051 0.172
C: 1.335 0.588 -0.042
N: 0.127 1.389 0.085
C: -0.045 2.118 1.330
H: 0.566 -2.461 -1.130
H: -0.774 -2.693 0.002
H: -1.075 -2.740 -1.742
H: -0.460 -0.278 -1.889
H: -1.818 -0.534 -0.804
H: -0.148 -0.468 1.171
H: 1.802 0.562 -1.025
H: 2.029 0.600 0.799
H: -1.069 1.976 1.690
H: 0.111 3.186 1.154
H: 0.648 1.790 2.123

Atom charges from the Mulliken analysis, given in e for atoms 1 to 4: -1.112, -0.478, 0.076, -0.549

***

[10]
This record from OMol25 describes a single C5H11N molecule. The level of theory is ωB97M-V/def2-TZVPD.

Orbital gap: 0.2931 Eh
Energy relative to the best compared isomer or geometry (same formula, charge and spin): 405.45 kJ/mol
LUMO: 0.89 eV
Largest force on an atom: 0.753 eV/Å

Geometry (Å):
C: -0.202 -2.149 -0.208
C: 0.419 -0.817 -0.547
C: -0.145 0.188 -1.445
C: -1.378 1.010 0.360
N: -0.019 0.475 0.103
C: 1.121 1.194 0.713
H: -1.289 -2.091 -0.105
H: 0.233 -2.586 0.701
H: 0.018 -2.829 -1.041
H: 1.513 -0.868 -0.455
H: 0.624 0.840 -1.867
H: -1.385 1.528 1.321
H: -1.636 1.719 -0.440
H: -2.134 0.224 0.323
H: 1.604 0.629 1.527
H: 0.784 2.151 1.120
H: 1.873 1.381 -0.060

Atom charges from the Mulliken analysis, given in e for atoms 1 to 4: -1.431, 0.096, -0.637, -0.872

***

[11]
This record from OMol25 describes a single C5H11N molecule. The level of theory is ωB97M-V/def2-TZVPD.

Structure (SMILES): CC(C)=C(C)N
Orbital gap: 0.3242 Eh
Energy relative to the best compared isomer or geometry (same formula, charge and spin): 39.82 kJ/mol
LUMO: 1.07 eV
Largest force on an atom: 0.971 eV/Å

Geometry (Å):
C: 0.350 0.143 1.898
N: -0.695 1.856 -0.215
C: -0.335 0.491 -0.454
C: 0.209 -0.301 0.483
C: 0.756 -1.677 0.183
C: -0.397 0.208 -1.933
H: -0.106 1.120 2.069
H: 1.396 0.264 2.189
H: -0.162 -0.520 2.601
H: -1.069 2.025 0.713
H: -1.384 2.151 -0.893
H: 0.964 -1.860 -0.869
H: 0.000 -2.438 0.405
H: 1.665 -1.791 0.766
H: -0.197 -0.840 -2.130
H: -1.377 0.396 -2.369
H: 0.381 0.772 -2.445

Atom charges from the Mulliken analysis, given in e for atoms 1 to 4: -1.241, -0.596, 0.876, 0.435

***

[12]
This record from OMol25 describes a single C5H11N molecule. The level of theory is ωB97M-V/def2-TZVPD.

Structure (SMILES): CC[C@H]1CN1C
Orbital gap: 0.3754 Eh
Energy relative to the best compared isomer or geometry (same formula, charge and spin): 122.92 kJ/mol
LUMO: 1.22 eV
Largest force on an atom: 0.279 eV/Å

Geometry (Å):
C: 2.410 -0.611 0.135
C: 1.218 -0.192 -0.723
C: -0.054 -0.124 0.087
C: -0.548 1.113 0.738
N: -1.188 0.596 -0.459
C: -2.503 -0.015 -0.293
H: 2.581 0.110 0.941
H: 2.244 -1.593 0.597
H: 3.328 -0.669 -0.457
H: 1.398 0.788 -1.179
H: 1.079 -0.899 -1.552
H: -0.293 -1.045 0.630
H: -0.012 2.053 0.617
H: -1.080 1.011 1.685
H: -2.442 -1.039 0.104
H: -3.013 -0.059 -1.262
H: -3.124 0.575 0.391

Atom charges from the Mulliken analysis, given in e for atoms 1 to 4: -1.112, -0.553, 0.018, -0.500